ORCA calculation (ωB97M-V/def2-TZVPD) on 2 unconnected molecules or ions with the total composition C22H25N5 at a distorted geometry.

- HOMO-LUMO gap: 6.598 eV
- Net charge: 0
- Energy above the lowest of the compared OMol25 structures with the same formula, charge and spin: 102.1 kcal/mol
- 2S+1: 1

Bonds (Å) are listed after each position.
CARTESIAN COORDINATES (ANGSTROEM)
1 C 1.6989 -2.5292 1.9470  N5 1.444, H12 1.094, H26 1.093, H39 1.096
2 H 1.3302 -1.8116 6.9606  C34 1.093
3 C 4.6072 -2.6080 6.5099  C17 1.401, H29 1.092, C36 1.409
4 C -0.2659 0.0260 1.2992  C11 1.382, C31 1.452, H35 1.087
5 N 1.7431 -3.9615 2.1226  C1 1.444, C10 1.463, C19 1.385
6 H 3.3602 -4.5454 5.4260  C8 1.102
7 C 0.7809 2.2670 1.3046  C11 1.436, N14 1.174
8 C 2.5413 -3.8296 5.6062  H6 1.102, H15 1.107, N27 1.446, C36 1.538
9 H -3.3119 3.2030 -0.2101  C23 1.092
10 C 2.4425 -4.6622 1.0454  N5 1.463, H25 1.094, H33 1.102, H44 1.101
11 C 0.8510 0.8354 1.2224  C4 1.382, C7 1.436, C45 1.424
12 H 2.6928 -2.0832 1.8454  C1 1.094
13 C 1.7870 -6.4008 4.8958  H20 1.093, H22 1.099, H42 1.088, N43 1.451
14 N 0.8169 3.4371 1.3907  C7 1.174
15 H 1.8158 -4.3312 6.2756  C8 1.107
16 C -1.8722 1.7271 0.3803  H18 1.090, C23 1.392, C31 1.419
17 C 5.2044 -1.5542 7.2131  C3 1.401, C28 1.405, H46 1.098
18 H -1.0515 2.2425 -0.1181  C16 1.090
19 C 1.8134 -4.3886 3.4379  N5 1.385, N27 1.317, N43 1.371
20 H 2.7843 -6.2772 5.3268  C13 1.093
21 H -0.0354 -6.8398 3.1129  C30 1.096
22 H 1.0099 -6.0603 5.5937  C13 1.099
23 C -3.1621 2.2434 0.2888  H9 1.092, C16 1.392, C40 1.400
24 H -4.8704 -0.2565 1.8581  C32 1.092
25 H 2.6113 -5.7128 1.2990  C10 1.094
26 H 1.1216 -2.3089 1.0451  C1 1.093
27 N 1.9311 -3.4481 4.3526  C8 1.446, C19 1.317
28 C 4.4002 -0.5754 7.8209  C17 1.405, H37 1.096, C48 1.403
29 H 5.2300 -3.3581 6.0188  C3 1.092
30 C 0.8927 -6.4977 2.6401  H21 1.096, N43 1.463, H50 1.094, H51 1.097
31 C -1.6124 0.5319 1.0991  C4 1.452, C16 1.419, C52 1.418
32 C -4.0236 0.3008 1.4523  H24 1.092, C40 1.405, C52 1.391
33 H 3.4171 -4.2005 0.8182  C10 1.102
34 C 2.4174 -1.7342 7.0439  H2 1.093, C36 1.398, C48 1.398
35 H -0.1755 -1.0474 1.4481  C4 1.087
36 C 3.2051 -2.7004 6.4119  C3 1.409, C8 1.538, C34 1.398
37 H 4.8628 0.2790 8.3288  C28 1.096
38 H -2.5573 -1.1884 2.0005  C52 1.091
39 H 1.2331 -2.1048 2.8432  C1 1.096
40 C -4.2464 1.5376 0.8250  C23 1.400, C32 1.405, H41 1.093
41 H -5.2558 1.9518 0.7617  C40 1.093
42 H 1.6501 -7.4652 4.7141  C13 1.088
43 N 1.6913 -5.7435 3.6059  C13 1.451, C19 1.371, C30 1.463
44 H 1.8377 -4.6208 0.1263  C10 1.101
45 C 2.1724 0.3504 1.0078  C11 1.424, N49 1.173
46 H 6.2968 -1.4824 7.2944  C17 1.098
47 H 2.3630 0.0582 8.2532  C48 1.098
48 C 3.0026 -0.6811 7.7533  C28 1.403, C34 1.398, H47 1.098
49 N 3.2595 -0.0410 0.8035  C45 1.173
50 H 1.4661 -7.3728 2.3219  C30 1.094
51 H 0.6397 -5.8854 1.7662  C30 1.097
52 C -2.7339 -0.2101 1.5503  C31 1.418, C32 1.391, H38 1.091